--- A ---
{
  "formula": "C3H2NO2S",
  "method": "wB97M-V/def2-TZVPD",
  "elements": ["C", "C", "C", "N", "O", "O", "S", "H", "H"],
  "coordinates": [[-1.446, -1.756, 0.352], [1.404, -0.179, 0.493], [-0.865, 0.654, 0.058], [0.507, 0.599, -0.147], [-1.536, 1.567, -0.374], [-1.595, -0.427, 0.513], [2.947, -0.086, -0.190], [-0.304, -1.794, -0.057], [0.887, 1.423, -0.647]],
  "homo_lumo_gap_ev": 6.30,
  "lumo_ev": 3.34,
  "multiplicity": 1,
  "total_charge": -1
}

--- B ---
{
  "formula": "C3H2NO2S",
  "method": "wB97M-V/def2-TZVPD",
  "elements": ["C", "C", "C", "N", "O", "O", "S", "H", "H"],
  "coordinates": [[-0.647, 0.086, -0.005], [-0.298, -2.387, -0.491], [-0.239, -1.133, -0.107], [-0.728, 1.271, 0.182], [1.347, 2.634, -0.572], [0.316, 3.251, 1.572], [0.863, 2.169, 0.742], [0.538, -3.056, -0.326], [-1.153, -2.836, -0.994]],
  "homo_lumo_gap_ev": 7.58,
  "lumo_ev": 3.78,
  "multiplicity": 1,
  "total_charge": -1
}

Referenced to the most stable arrangement, the calculated values in kcal/mol are A 48.4; B 0.0.

--- A ---
{
  "formula": "H2NO3S2",
  "method": "wB97M-V/def2-TZVPD",
  "elements": ["N", "O", "S", "O", "O", "S", "H", "H"],
  "coordinates": [[0.132, -0.386, -0.656], [1.463, 0.550, -0.560], [1.071, 1.845, 0.346], [-0.183, 2.307, -0.134], [1.039, 1.394, 1.736], [2.532, 3.060, -0.079], [-0.652, 0.305, -0.776], [0.044, -0.884, 0.197]],
  "homo_lumo_gap_ev": 7.90,
  "lumo_ev": 3.76,
  "smiles": "NOS(=O)(=O)[S-]",
  "multiplicity": 1,
  "total_charge": -1
}

--- B ---
{
  "formula": "H2NO3S2",
  "method": "wB97M-V/def2-TZVPD",
  "elements": ["N", "O", "O", "O", "S", "S", "H", "H"],
  "coordinates": [[0.184, -0.784, -0.143], [-2.927, -1.544, -0.431], [-2.946, 0.116, 1.298], [-1.726, 0.725, -0.720], [1.953, -1.132, -0.190], [-2.216, -0.383, 0.134], [-0.146, -1.328, -0.923], [-0.077, 0.177, -0.383]],
  "homo_lumo_gap_ev": [5.67, 8.16],
  "lumo_ev": [2.04, 3.08],
  "multiplicity": 1,
  "total_charge": -1
}

Referenced to the most stable arrangement, the calculated values in kcal/mol are A 0.0; B 11.9.

--- A ---
{
  "formula": "C7H19N3",
  "method": "wB97M-V/def2-TZVPD",
  "elements": ["C", "C", "C", "C", "C", "N", "C", "N", "C", "N", "H", "H", "H", "H", "H", "H", "H", "H", "H", "H", "H", "H", "H", "H", "H", "H", "H", "H", "H"],
  "coordinates": [[1.619, 1.304, 1.204], [1.359, -0.068, 0.560], [2.226, -0.192, -0.699], [1.807, -1.151, 1.560], [-0.321, -0.366, 0.284], [-1.108, 0.198, 1.369], [-0.731, 0.104, -1.103], [-0.797, 1.538, -1.304], [-2.265, -0.567, -1.465], [-3.253, -0.476, -0.392], [2.686, 1.439, 1.433], [1.336, 2.133, 0.553], [1.090, 1.413, 2.158], [3.296, -0.140, -0.459], [2.033, 0.622, -1.406], [2.053, -1.144, -1.211], [1.704, -2.154, 1.129], [2.861, -1.028, 1.844], [1.216, -1.119, 2.481], [-0.399, -1.457, 0.314], [-2.031, -0.249, 1.365], [-1.349, 1.172, 1.166], [-0.086, -0.337, -1.866], [-0.363, 2.042, -0.540], [-0.316, 1.798, -2.163], [-2.639, -0.028, -2.343], [-2.155, -1.612, -1.770], [-3.306, -1.359, 0.118], [-4.165, -0.317, -0.817]],
  "homo_lumo_gap_ev": 9.08,
  "lumo_ev": 0.85,
  "smiles": "CC(C)(C)[C@@H](N)[C@H](N)CN",
  "multiplicity": 1,
  "total_charge": 0
}

--- B ---
{
  "formula": "C7H19N3",
  "method": "wB97M-V/def2-TZVPD",
  "elements": ["C", "C", "C", "C", "C", "C", "C", "N", "N", "N", "H", "H", "H", "H", "H", "H", "H", "H", "H", "H", "H", "H", "H", "H", "H", "H", "H", "H", "H"],
  "coordinates": [[1.746, 0.051, 0.460], [-0.415, 0.029, -0.947], [-0.652, -0.714, 0.177], [-2.735, -0.981, -1.257], [1.629, 1.395, 1.109], [2.623, 0.010, -0.760], [2.013, -1.065, 1.431], [-0.745, 1.350, -1.086], [-1.321, -0.205, 1.267], [-3.449, 0.105, -0.647], [0.057, -0.447, -1.790], [-0.317, -1.739, 0.185], [-0.858, 1.861, -0.222], [-0.227, 1.860, -1.784], [-1.447, -0.874, 2.012], [-2.224, 0.202, 0.979], [-4.448, -0.043, -0.521], [-3.311, 0.967, -1.159], [-2.688, -1.002, -2.346], [-2.953, -1.944, -0.805], [2.548, 1.670, 1.660], [1.461, 2.191, 0.377], [0.806, 1.417, 1.833], [3.690, 0.163, -0.509], [2.362, 0.792, -1.482], [2.564, -0.956, -1.274], [1.976, -2.050, 0.952], [3.018, -0.978, 1.885], [1.298, -1.064, 2.261]],
  "homo_lumo_gap_ev": [6.63, 6.52],
  "lumo_ev": [0.88, 0.90],
  "multiplicity": 1,
  "total_charge": 0
}

Referenced to the most stable arrangement, the calculated values in kcal/mol are A 0.0; B 89.8.